No. 1
# C17H42BN2O6

A 3-piece molecular cluster, C17H42BN2O6 overall (ωB97M-V with the def2-TZVPD basis set, the OMol25 dataset).

XYZ file:
```
68
Properties=species:S:1:pos:R:3:mulliken_charge:R:1
O 1.536 2.858 -0.237 -0.34
O 1.644 0.000 -3.569 -0.76
O -2.736 3.292 1.103 -0.46
O -0.087 -2.403 1.585 -0.41
O 0.247 -1.680 -4.343 -0.75
O -3.435 -5.240 2.954 -0.42
N -2.320 -2.351 3.557 -0.25
N -0.638 4.862 -0.639 -0.28
C 4.598 0.608 -3.036 -0.93
C -2.443 -5.196 1.940 -0.52
C -0.901 -2.485 3.861 -0.26
C -0.755 -1.668 0.569 -0.24
C 0.583 5.036 0.136 -0.27
C 1.249 2.085 -1.408 -0.21
C 4.302 -0.551 -4.005 -0.50
C 1.731 4.241 -0.453 -0.77
C -1.856 5.331 0.016 -0.72
C -2.296 4.623 1.298 -0.47
C -0.044 -1.758 2.846 -0.60
C 2.045 -1.156 -2.917 0.82
C 3.424 -1.639 -3.416 -1.10
C -1.709 2.313 1.041 -0.35
C -3.198 -3.209 4.344 -0.71
C 0.891 -2.157 -3.204 -0.24
C -3.047 -4.722 4.210 -0.47
B 0.250 -0.211 -4.110 1.03
H 4.342 1.549 -3.511 0.21
H 0.249 2.292 -1.799 0.32
H -0.713 -2.064 4.854 0.38
H -4.226 -2.959 4.070 0.37
H -2.672 5.231 -0.703 0.37
H -0.567 -2.166 -0.379 -0.08
H 2.653 4.523 0.067 0.41
H -2.487 -4.265 1.370 0.18
H -2.130 1.365 1.381 0.22
H -3.162 5.164 1.692 0.34
H -1.360 2.165 0.019 0.14
H 0.478 4.708 1.180 0.17
H -2.643 -6.016 1.250 0.29
H -1.746 6.401 0.224 0.40
H 0.995 -1.781 3.189 0.43
H 4.001 0.526 -2.138 0.16
H 2.107 -1.082 -1.813 -0.02
H -1.526 4.661 2.078 0.34
H 1.863 4.466 -1.516 0.36
H -0.371 -0.646 0.506 0.28
H 3.827 -0.170 -4.899 0.28
H 3.244 -2.377 -4.201 0.35
H 3.952 -2.174 -2.627 0.34
H -3.078 -2.945 5.400 0.40
H 5.653 0.664 -2.786 0.41
H 0.137 0.362 -5.188 -0.30
H -0.864 2.572 1.684 0.25
H -3.724 -5.179 4.937 0.35
H -1.438 -5.322 2.350 0.27
H 0.183 -2.081 -2.362 -0.31
H -0.561 0.163 -3.247 -0.42
H 1.199 -3.200 -3.291 0.40
H -2.036 -5.063 4.465 0.35
H 5.251 -1.009 -4.278 0.39
H 0.837 6.102 0.146 0.42
H 1.981 2.261 -2.192 0.23
H -1.838 -1.636 0.737 0.28
H 1.292 1.036 -1.128 -0.25
H -0.571 -3.533 3.875 0.18
H -0.345 -0.710 2.760 0.19
H -2.468 -2.542 2.575 0.06
H -0.754 3.886 -0.874 0.07
```

**LUMO energy**: 0.0953 Eh
**Total charge**: -1
**ΔE to the lowest compared entry with this formula, charge and spin**: 0.191 eV
**Orbital gap**: 6.88 eV

***

No. 2
# C5H8O2

C5H8O2 as an isolated structure at a distorted geometry (ωB97M-V with the def2-TZVPD basis set, the OMol25 dataset).

XYZ file:
```
15
Properties=species:S:1:pos:R:3:mulliken_charge:R:1
O -2.262 0.237 0.683 -0.45
O 1.201 -0.328 0.685 -0.39
C -0.510 0.026 -0.267 -0.70
C 0.725 -0.663 -0.690 0.64
C -0.169 -0.401 1.109 0.16
C 1.504 -0.005 -1.783 -1.29
C -1.029 0.682 1.643 -0.46
H 2.536 -0.362 -1.752 0.33
H 0.668 -1.747 -0.787 0.30
H -0.452 -1.393 1.492 0.29
H 1.060 -0.272 -2.749 0.33
H -0.693 1.711 1.473 0.25
H -2.531 0.927 0.048 0.38
H 1.484 1.085 -1.685 0.32
H -1.531 0.502 2.579 0.31
```

**LUMO energy**: 0.0113 Eh
**Total charge**: 0
**ΔE to the lowest compared entry with this formula, charge and spin**: 7.612 eV
**Orbital gap**: 8.33 eV

***

No. 3
# C26H30NO

A 2-piece molecular cluster, C26H30NO overall at a distorted geometry (ωB97M-V with the def2-TZVPD basis set, the OMol25 dataset).

XYZ file:
```
58
Properties=species:S:1:pos:R:3:mulliken_charge:R:1
O 5.175 0.414 -1.624 -0.42
N -0.162 0.452 1.745 -0.11
C 0.600 -0.671 2.272 -0.39
C 3.862 0.190 -1.368 0.74
C -3.251 2.739 -1.923 -0.72
C 1.794 -1.022 -1.619 -0.74
C -3.436 -1.856 -1.612 -0.52
C -1.126 -1.303 -0.940 0.00
C 3.188 1.171 -0.588 -1.33
C 1.096 -0.029 -0.896 0.92
C 3.153 -0.934 -1.854 -1.00
C -1.201 1.042 -1.091 0.64
C -1.957 3.235 -1.692 -1.06
C -2.216 1.805 2.192 -0.45
C 5.914 -0.526 -2.427 -0.84
C 2.772 -1.495 3.276 -1.41
C -2.475 -0.918 -1.262 -0.50
C -1.775 -3.603 -1.239 -1.09
C -3.704 1.777 1.883 -1.19
C -3.535 1.373 -1.788 -0.25
C 1.888 -0.286 3.009 -0.25
C -0.337 -0.088 -0.806 1.36
C -3.085 -3.210 -1.569 -0.67
C -0.915 2.385 -1.304 0.05
C -1.585 0.419 2.026 -0.61
C 1.832 1.066 -0.379 -0.44
C -0.794 -2.655 -0.915 -0.32
C -2.523 0.533 -1.347 -0.15
H 3.685 -1.189 3.795 0.41
H -4.413 -1.511 -1.943 0.46
H 0.105 2.745 -1.186 0.51
H 5.950 -1.513 -1.952 0.35
H -0.049 -1.258 2.944 0.55
H -1.715 2.546 1.551 0.30
H -2.078 -0.139 1.221 0.09
H 1.231 -1.846 -2.054 0.71
H 0.827 -1.341 1.430 -0.20
H 3.066 -1.995 2.343 0.31
H 3.653 -1.706 -2.444 0.47
H -4.035 3.423 -2.247 0.43
H -1.509 -4.662 -1.256 0.43
H -2.045 2.091 3.241 0.45
H 0.214 -2.966 -0.641 0.67
H -1.778 -0.179 2.933 0.54
H -4.502 0.941 -2.050 0.43
H -1.744 4.293 -1.832 0.46
H -4.170 2.724 2.175 0.40
H -3.825 -3.968 -1.823 0.43
H 3.760 2.019 -0.207 0.48
H 1.582 0.178 3.958 0.33
H 2.252 -2.227 3.906 0.35
H 5.492 -0.611 -3.436 0.36
H 0.252 1.348 2.021 0.37
H 1.321 1.834 0.201 0.65
H -3.883 1.631 0.809 0.16
H 2.446 0.465 2.432 0.29
H -4.201 0.963 2.426 0.34
H 6.913 -0.095 -2.473 0.25
```

**LUMO energy**: -0.1939 Eh
**Total charge**: +1
**ΔE to the lowest compared entry with this formula, charge and spin**: 0.000 eV
**Orbital gap**: 6.22 eV

***

No. 4
# C42H29BrF5O8Pd

C42H29BrF5O8Pd as an isolated structure at a distorted geometry (ωB97M-V with the def2-TZVPD basis set, the OMol25 dataset).

XYZ file:
```
86
Properties=species:S:1:pos:R:3:mulliken_charge:R:1
Pd 0.390 -1.431 -0.547 1.77
Br 1.067 -1.491 2.144 -0.86
F -1.357 -2.624 0.315 -0.39
F 5.526 4.630 0.035 -0.35
F -3.038 -0.568 6.204 -0.24
F 1.111 4.906 -5.498 -0.31
F -0.150 1.516 5.595 -0.36
O 6.790 -1.886 -0.537 -0.69
O 6.192 -4.526 -0.751 -0.77
O 2.524 -0.557 -1.444 -0.99
O -0.590 0.710 -0.585 -0.37
O -2.304 3.775 -3.556 -0.69
O 1.774 -3.367 -1.368 -0.77
O -3.041 1.647 -5.328 -0.68
O -1.061 -1.364 -2.503 -0.86
C -1.213 0.970 -1.697 0.15
C 3.163 4.889 0.314 -0.37
C -0.970 2.093 3.515 -0.44
C 3.047 2.010 0.659 -0.36
C 1.881 3.902 -5.026 0.45
C -3.322 3.110 4.742 -0.36
C -3.956 -2.756 5.842 -0.25
C 3.352 -1.558 -1.239 -0.23
C -3.302 -3.184 -1.004 -0.13
C -2.019 0.082 -3.911 -0.59
C 1.963 4.292 0.565 -0.76
C 1.830 3.648 -3.688 -0.62
C -2.502 -5.854 -0.910 -0.75
C 3.871 -4.017 -1.204 -0.89
C -2.144 2.640 -3.294 0.25
C -2.535 -1.735 4.235 0.04
C -2.472 1.473 -4.292 0.28
C -1.175 2.067 4.868 0.52
C -4.131 -3.933 5.103 -0.60
C -3.545 -3.947 3.873 -0.41
C 4.225 2.650 0.366 -0.24
C -4.153 -4.191 -1.526 -0.46
C 4.613 -1.181 -1.027 0.29
C 1.957 2.858 0.656 -0.29
C -2.036 2.606 2.721 -0.37
C 3.364 2.023 -5.235 -0.62
C -3.767 -5.542 -1.438 -0.36
C 2.748 3.139 -5.782 -0.52
C 5.663 -2.147 -0.906 0.12
C 3.390 1.844 -3.830 -0.24
C 2.967 -3.017 -1.342 0.76
C 4.330 4.044 0.233 0.28
C -1.778 -4.924 -0.190 -0.20
C -2.333 2.521 5.497 -0.59
C -1.541 2.269 -1.960 -0.65
C 5.238 -3.716 -0.977 0.56
C 2.601 2.639 -3.088 0.09
C -2.741 -2.841 3.431 -0.58
C -3.217 -1.635 5.446 0.00
C -2.108 -3.559 -0.367 0.49
C -1.395 -0.114 -2.745 0.50
C -3.190 3.105 3.352 -0.60
H 5.117 2.046 0.281 0.40
H 4.042 1.513 -5.904 0.34
H -4.211 3.512 5.206 0.35
H -2.467 2.398 6.562 0.41
H -3.979 3.619 2.825 0.37
H -1.885 2.603 1.652 0.54
H 1.083 4.918 0.563 0.40
H -2.429 -6.919 -0.747 0.30
H -2.229 -2.849 2.481 0.43
H 3.082 0.937 0.780 0.38
H 4.034 1.119 -3.353 0.28
H -3.396 -2.158 -1.328 0.24
H -3.706 -4.770 3.193 0.41
H 1.231 4.242 -3.014 0.35
H -1.841 -0.990 3.874 0.45
H -1.332 3.030 -1.223 0.50
H -0.881 -5.124 0.377 0.46
H 3.228 5.959 0.182 0.38
H 3.572 -5.049 -1.099 0.35
H -5.000 -3.721 -2.004 0.35
H -1.988 -0.777 -4.564 0.36
H -4.393 -6.351 -1.786 0.38
H 4.854 -0.129 -1.077 0.32
H -0.065 1.747 3.038 0.56
H -4.706 -4.802 5.387 0.35
H 2.746 3.353 -6.841 0.35
H 1.023 2.357 0.861 0.44
H -4.458 -2.624 6.790 0.32
H 2.460 2.514 -2.025 0.44
```

**LUMO energy (spin up / spin down)**: 0.1938 / 0.1938 Eh
**Total charge**: -3
**Orbital gap (spin up / spin down)**: 5.29 / 5.28 eV
**2S+1**: 3

***

Question: total charge of number 3 (C26H30NO)?
Answer: +1

***

Question: total charge of number 3 (C26H30NO)?
Answer: +1

***

Question: Which formula does entry 3 have?
Answer: C26H30NO

***

Question: What is the total charge in the first record?
Answer: -1